1.
{
  "formula": "C5H5NOS",
  "method": "ωB97M-V/def2-TZVPD",
  "largest_force_ev_per_a": 5.2,
  "orbital_gap_ha": [0.2373, 0.2381],
  "smiles": "OC1=C[C@H]1/C=C\\N=S",
  "total_charge": 0,
  "elements": ["O", "C", "C", "C", "C", "C", "N", "S", "H", "H", "H", "H", "H"],
  "positions_angstrom": [[-2.35370, 0.49689, -0.29321], [-1.19934, 0.14211, -0.86023], [-0.25048, 0.36167, -1.72977], [-0.05965, -0.89151, -0.72178], [0.88581, -1.06123, 0.32053], [1.19195, -0.09481, 1.27469], [0.62862, 1.07038, 1.26824], [0.95087, 2.14676, 2.39899], [-2.66253, 1.38436, -0.58610], [0.21404, 0.67890, -2.60037], [-0.15806, -1.74985, -1.27291], [1.14375, -2.08052, 0.51814], [1.66874, -0.40315, 2.28377]],
  "forces_ev_per_a": [[0.02, 0.12, -0.01], [1.87, 0.43, -1.16], [-1.66, -1.52, 3.01], [-1.28, 2.71, -1.59], [0.01, 2.29, 2.57], [1.28, -4.73, 1.68], [-1.14, 3.58, -0.29], [-0.17, -0.45, -0.33], [0.60, -0.81, 0.06], [0.63, 0.74, -1.09], [-0.80, -2.29, -1.02], [0.69, -0.35, -0.01], [-0.05, 0.27, -1.81]],
  "mulliken_charge": [-0.4837, 0.1782, -0.3371, -0.4240, -0.4777, 0.0349, -0.2073, -0.1671, 0.3527, 0.4262, 0.4917, 0.3181, 0.2951]
}


2.
{
  "formula": "C4H5N3",
  "method": "ωB97M-V/def2-TZVPD",
  "largest_force_ev_per_a": 2.2,
  "orbital_gap_ha": 0.3816,
  "total_charge": 0,
  "elements": ["C", "N", "C", "C", "N", "C", "N", "H", "H", "H", "H", "H"],
  "positions_angstrom": [[0.89113, -1.57115, 0.32779], [0.21085, 0.34622, -0.74408], [-0.44788, 1.21498, -0.11711], [-0.87222, 2.44030, -0.73361], [-1.22488, 3.39430, -1.28094], [-1.35064, -0.93081, 1.70937], [-0.62065, -1.37017, 0.88070], [1.71461, -0.81290, 0.24078], [0.84729, -2.06196, -0.64950], [1.12848, -2.20011, 1.14850], [0.48917, 0.54314, -1.69416], [-0.76526, 1.00817, 0.91226]],
  "forces_ev_per_a": [[-0.91, -1.00, 1.01], [-0.51, 0.89, -0.50], [0.07, 0.05, -0.38], [-0.41, 1.29, -0.50], [0.26, -0.65, 0.42], [0.99, -1.12, -1.40], [1.75, 1.22, 0.58], [-1.69, -0.22, 0.72], [-0.28, -0.10, 0.59], [0.88, -1.31, 0.19], [-0.21, 0.65, -0.36], [0.06, 0.28, -0.37]],
  "mulliken_charge": [-0.5988, -0.4353, 0.2597, 0.0206, -0.3353, -0.0750, -0.2060, 0.2607, 0.2418, 0.3973, 0.2024, 0.2680]
}


3.
{
  "formula": "C24H40BClF7INO5P",
  "method": "ωB97M-V/def2-TZVPD",
  "largest_force_ev_per_a": 4.1,
  "orbital_gap_ha": 0.3061,
  "smiles": "CCN[C@@]1([C@@H](I)CC)[C@](CCCCCCCCCOC)(P(O)Cl)OC(=O)[C@]1(B(O)CC)C(F)(F)C(F)(F)C(F)(F)F",
  "total_charge": 0,
  "elements": ["C", "C", "N", "C", "C", "I", "C", "C", "C", "C", "C", "C", "C", "C", "C", "C", "C", "C", "O", "C", "P", "O", "Cl", "O", "C", "O", "C", "B", "O", "C", "C", "C", "F", "F", "C", "F", "F", "C", "F", "F", "F", "H", "H", "H", "H", "H", "H", "H", "H", "H", "H", "H", "H", "H", "H", "H", "H", "H", "H", "H", "H", "H", "H", "H", "H", "H", "H", "H", "H", "H", "H", "H", "H", "H", "H", "H", "H", "H", "H", "H", "H"],
  "positions_angstrom": [[-0.38323, 0.84789, 2.48248], [0.27874, -0.35673, 1.60473], [0.68740, 0.23647, 0.31794], [1.27623, -0.66924, -0.68837], [0.21295, -1.83797, -0.99303], [-1.75742, -1.02860, -1.63057], [0.62610, -3.01395, -1.98148], [-0.54610, -3.57920, -2.95281], [1.52141, 0.33170, -1.96799], [1.36709, 1.90684, -1.81985], [-0.08930, 2.52014, -2.06064], [-0.40254, 3.66342, -0.97027], [-1.99863, 3.92120, -0.81447], [-2.51014, 2.91878, 0.32509], [-4.10426, 2.82678, 0.39344], [-4.53786, 1.66752, 1.43993], [-5.56400, 0.60026, 0.81895], [-4.90735, -0.87457, 0.69241], [-5.77766, -1.87970, 1.25003], [-5.11096, -3.17131, 1.29693], [1.12629, -0.26687, -3.74721], [-0.12950, 0.60052, -4.47801], [2.83394, 0.25441, -4.93240], [3.00968, 0.26246, -2.08475], [3.30252, -1.10578, -1.78648], [3.84043, -1.91127, -2.50777], [2.79197, -1.11766, -0.22778], [3.86717, 0.06093, 0.19361], [5.21425, -0.25773, -0.27067], [3.77892, 1.46249, 0.92266], [2.82950, 1.68901, 2.17583], [2.97676, -2.50101, 0.50560], [1.85468, -2.91982, 1.29234], [3.10965, -3.61273, -0.39203], [4.22267, -2.75439, 1.46000], [4.01506, -4.13300, 1.82565], [5.46423, -2.87060, 0.79284], [4.30663, -2.03873, 2.86579], [5.24108, -0.97736, 2.92866], [3.12656, -1.60089, 3.42908], [4.83372, -2.97807, 3.78436], [-0.40578, 1.83051, 1.89619], [0.18917, 1.03088, 3.44259], [-1.45483, 0.59589, 2.77680], [1.10149, -0.77580, 2.25357], [-0.58829, -1.11238, 1.54297], [-0.14339, 0.75189, 0.01340], [-0.11306, -2.40597, -0.05192], [1.49318, -2.83413, -2.67835], [0.90030, -3.94985, -1.37281], [-0.76950, -2.89590, -3.82491], [-0.06883, -4.51653, -3.42353], [-1.44749, -3.96200, -2.38863], [2.05356, 2.37880, -2.60984], [1.69173, 2.32174, -0.80115], [-0.94997, 1.78560, -2.00829], [-0.14658, 3.01534, -3.09396], [0.16053, 4.60909, -1.24452], [-0.05097, 3.26744, 0.03454], [-2.20548, 5.00775, -0.54525], [-2.46762, 3.66121, -1.81577], [-2.13220, 3.32793, 1.32333], [-2.06736, 1.87846, 0.17872], [-4.56551, 3.78948, 0.81494], [-4.57902, 2.57238, -0.60906], [-3.60322, 1.11511, 1.80137], [-5.03029, 2.10078, 2.36584], [-5.97391, 0.94001, -0.19346], [-6.44822, 0.46669, 1.53891], [-3.87871, -0.90510, 1.19355], [-4.80168, -1.08170, -0.42475], [-5.86024, -3.97606, 1.02335], [-4.20486, -3.21784, 0.61487], [-4.74372, -3.35115, 2.37000], [-0.93073, 0.67697, -3.92386], [5.86415, 0.09103, 0.36869], [4.82681, 1.71940, 1.33914], [3.64220, 2.28086, 0.12524], [2.55106, 0.77247, 2.77203], [3.34141, 2.40077, 2.91945], [1.91913, 2.28234, 1.80879]],
  "forces_ev_per_a": [[-0.09, -0.04, -0.02], [-1.66, 0.99, 1.79], [0.34, -0.78, 1.21], [-2.05, 1.09, 0.61], [0.67, -1.91, 0.00], [0.69, 0.23, 0.48], [-0.77, -1.62, -0.83], [1.53, -1.08, -0.14], [2.19, 2.30, 0.10], [-0.81, 0.93, 0.12], [-0.34, 1.14, 0.10], [-0.63, -0.40, -0.22], [1.19, -0.85, 0.12], [-0.80, 1.09, -0.36], [-0.03, -0.64, 1.28], [-0.19, -0.21, -0.33], [0.04, -0.87, 0.83], [-0.29, 0.92, -0.74], [1.22, -0.22, -0.43], [0.07, -0.11, 0.70], [-1.08, -1.58, -1.35], [1.24, 0.15, 0.94], [-1.37, 0.54, 0.67], [-0.07, -2.24, 0.04], [1.44, -0.86, 0.03], [-1.39, 2.24, 1.86], [-0.56, -0.94, -2.33], [2.18, 0.37, -0.65], [-2.24, -0.11, 1.55], [0.68, 1.03, 1.30], [-0.23, 1.67, -0.09], [-0.75, -2.23, -0.84], [1.75, 1.44, -1.16], [-0.17, 2.49, 1.09], [0.96, -3.86, -0.41], [0.01, 2.52, -0.26], [-2.63, 1.44, 1.49], [2.16, 0.23, 3.45], [-2.23, -1.83, -0.82], [1.90, -0.70, -1.70], [-1.13, 1.92, -1.95], [0.10, -1.43, 0.81], [-0.61, -0.20, -1.17], [1.36, 0.31, -0.43], [-0.71, 0.27, -1.30], [1.49, 0.64, -0.19], [0.54, -0.35, -0.55], [0.67, 1.40, -1.20], [-0.92, 0.22, 1.07], [-0.24, 1.65, -0.56], [-0.02, -0.61, 1.26], [-0.72, 1.30, 0.61], [0.89, 0.80, -0.70], [-0.84, -0.97, 1.12], [-0.20, -1.10, -1.42], [1.16, 0.55, 0.03], [0.07, -0.85, 1.41], [-0.61, -1.12, 0.46], [-0.14, 0.69, -1.07], [0.13, -1.46, -0.35], [0.29, 0.48, 1.20], [-0.45, -0.69, -1.22], [-0.61, 1.25, 0.05], [0.83, -1.14, -1.03], [0.78, 0.53, 1.13], [-1.22, 0.75, -0.50], [0.72, -0.31, -1.14], [0.60, -0.47, 1.44], [1.18, 0.24, -1.13], [-1.29, 0.04, -0.62], [0.23, 0.04, 1.30], [0.92, 0.99, 0.28], [-1.16, 0.07, 0.60], [-0.48, 0.16, -1.46], [0.59, -0.17, -0.11], [-0.37, 0.10, -0.70], [-1.26, -0.63, -0.89], [-0.04, -1.23, 1.11], [0.21, 0.97, -0.99], [-0.61, -1.08, -1.07], [1.01, -1.28, 0.80]],
  "mulliken_charge": [-0.8480, 0.0028, 1.3143, 0.4584, -1.1637, 0.0028, 0.1060, -1.5479, 0.7355, -0.8662, -0.1736, -0.1337, -1.0398, 0.5209, -0.8484, 0.1909, -0.7383, 0.3631, -0.4420, -0.5266, 0.4896, -0.5758, -0.2827, -0.4702, -0.9630, -0.5092, 1.3510, -0.2191, -0.6002, -0.4694, -0.3852, 0.8976, -0.3430, -0.3955, 0.3089, -0.3328, -0.2445, 0.7100, -0.2403, -0.2174, -0.2745, 0.0474, 0.2792, 0.2304, -0.2260, 0.4096, -0.8095, 0.6320, 0.1575, 0.2812, 0.2938, 0.4427, 0.3578, 0.7616, -0.2397, -0.1619, 0.3583, 0.4803, -0.1699, 0.3956, 0.2899, 0.2567, -0.5048, 0.2285, 0.3536, -0.3806, 0.4656, 0.3043, 0.2932, -0.0531, 0.0825, 0.2443, 0.1701, 0.2213, 0.3161, 0.3682, 0.5129, 0.4022, -0.0104, 0.4191, -0.1005]
}